[1]
Molecular formula: C24H32O28S
Method: DFT, ωB97M-V/def2-TZVPD

The geometry in XYZ format:
```
85
C24H32O28S, DFT ωB97M-V/def2-TZVPD
S -0.068 -0.158 0.041
O -5.947 -0.403 0.272
O 1.107 4.094 0.960
O -2.758 3.175 -4.649
O -3.960 0.286 0.973
O 3.433 -0.065 4.355
O -0.670 4.759 -0.065
O -0.134 1.207 0.478
O 1.423 2.145 -4.950
O 1.589 -3.481 -1.221
O -3.980 -1.193 -0.604
O -2.107 1.143 -4.016
O 4.445 0.764 0.918
O 0.068 -4.366 4.346
O 1.304 0.214 3.706
O 5.168 2.597 2.062
O 1.368 -0.406 -0.129
O 2.973 2.257 1.457
O -2.198 2.586 -2.421
O 1.511 0.354 -3.589
O 1.083 2.391 -2.679
O 2.398 -1.505 3.054
O -1.506 -2.894 3.607
O -0.713 -0.329 -1.218
O -0.676 -0.994 1.048
O 1.766 -4.881 -2.951
O 0.817 6.330 0.796
O 0.146 -3.293 -2.816
O -0.107 -3.883 2.199
C -0.461 -3.774 3.452
C 1.283 -3.908 -2.417
C -0.283 -2.397 -1.851
C 4.299 1.926 1.490
C -0.799 3.393 0.057
C 0.458 -0.272 2.666
C 0.929 -2.228 -0.967
C -2.352 2.369 -3.773
C 2.201 1.259 0.873
C 1.525 0.170 -2.221
C 3.197 0.161 0.712
C -4.735 -0.442 0.192
C -2.049 1.373 -1.692
C -2.602 -1.103 -0.299
C -1.787 0.429 -2.853
C 1.157 -1.554 2.345
C 2.479 -0.402 3.788
C 0.416 5.193 0.663
C 1.052 1.489 -1.638
C -1.044 -3.143 1.455
C 0.554 2.893 0.479
C -2.624 -0.118 0.821
C 1.343 1.669 -3.851
C -1.691 -2.199 2.434
H -2.185 -2.040 0.071
H -2.048 -0.771 -1.177
H 1.234 0.958 1.278
H -1.165 -2.818 -1.368
H 0.352 0.379 1.798
H -1.791 -3.714 0.905
H 1.934 1.592 -0.130
H -0.562 -0.402 3.029
H -2.422 -0.433 -2.647
H 0.857 -0.643 -1.937
H 0.080 1.323 -1.173
H 0.412 2.190 1.300
H 3.047 -0.271 -0.277
H -1.983 0.713 0.530
H -1.078 3.102 -0.955
H 3.170 -0.578 1.512
H 1.812 1.738 -0.897
H 0.649 -2.168 0.085
H 2.513 0.092 -1.768
H -0.413 -2.548 0.794
H -2.762 -2.110 2.251
H -1.288 -1.187 2.474
H -2.943 1.052 -1.156
H -0.468 -1.393 -2.235
H -0.791 -0.008 -2.924
H 1.275 -1.685 1.270
H 1.035 2.345 -0.331
H -2.118 -0.525 1.697
H 1.642 -1.435 -1.190
H 0.526 -2.396 2.631
H -1.590 3.164 0.771
H -1.171 1.242 -1.060
```

For the maximum force, the calculation gives 8.40 eV Å⁻¹. The frontier orbital gap is 9.004 eV. Its multiplicity is 1. As for the total charge: -2. The calculation puts the HOMO energy at -5.09 eV. The value obtained for the total energy is -3437.69564 hartree. The value obtained for the LUMO energy is 0.1439 hartree.

Here are the Löwdin charges for atoms 1 to 6, given in e:
1 S 0.46
2 O 0.11
3 O 0.11
4 O 0.08
5 O 0.12
6 O 0.21

***

[2]
Molecular formula: C6H9FN2
Method: DFT, ωB97M-V/def2-TZVPD

The geometry in XYZ format:
```
18
C6H9FN2, DFT ωB97M-V/def2-TZVPD
F -1.839 2.139 -1.353
N 0.012 1.482 1.617
N -0.578 1.909 0.565
C -1.100 1.279 -0.441
C -0.745 -0.977 0.608
C 0.446 -1.363 0.112
C 1.033 -0.663 -1.097
C -1.626 -0.142 -0.302
C 2.190 -0.107 -1.023
H -0.470 2.888 0.488
H 2.768 0.024 -0.157
H 2.668 0.400 -1.859
H -0.427 0.559 1.911
H 1.082 -2.107 0.610
H -1.615 -0.592 -1.295
H -2.638 -0.024 -0.033
H 0.417 -0.881 -1.987
H -1.076 -1.416 1.514
```

For the maximum force, the calculation gives 4.20 eV Å⁻¹. The frontier orbital gap (alpha / beta) is 8.490 / 8.488 eV. Its multiplicity is 1. As for the total charge: 0. The calculation puts the HOMO energy (alpha / beta) at -7.75 / -7.74 eV. The value obtained for the total energy is -443.22373 hartree. The value obtained for the LUMO energy (alpha / beta) is 0.0274 / 0.0274 hartree.

Here are the natural (NBO) charges for atoms 1 to 6, given in e:
1 F -0.37
2 N -0.59
3 N -0.24
4 C 0.49
5 C -0.22
6 C -0.19

***

[3]
Molecular formula: C3H5N3O2S
Method: DFT, ωB97M-V/def2-TZVPD

The geometry in XYZ format:
```
14
C3H5N3O2S, DFT ωB97M-V/def2-TZVPD
S -0.124 2.231 0.250
O 1.711 0.496 -1.666
O -0.596 0.119 -1.973
N 0.390 -0.274 0.063
N -0.204 0.674 0.721
N -0.025 -1.745 0.805
C 0.569 -0.283 -1.422
C -0.669 -1.259 1.827
C -0.751 0.185 1.855
H 1.765 1.389 -1.393
H 0.749 -1.374 -1.605
H -1.217 0.884 2.484
H -1.169 -1.901 2.593
H -0.429 0.858 -2.540
```

For the maximum force, the calculation gives 5.64 eV Å⁻¹. The frontier orbital gap (alpha / beta) is 8.001 / 8.001 eV. Its multiplicity is 1. As for the total charge: 0. Its structure (SMILES) is OC(O)n1ncc[n+]1[S-]. The calculation puts the HOMO energy (alpha / beta) at -8.38 / -8.38 eV. The value obtained for the total energy is -830.12025 hartree. The value obtained for the LUMO energy (alpha / beta) is -0.0138 / -0.0138 hartree.

Here are the natural (NBO) charges for atoms 1 to 6, given in e:
1 S -0.16
2 O -0.73
3 O -0.69
4 N -0.09
5 N -0.19
6 N -0.20

***

[4]
Molecular formula: C23H43BN4O6
Method: DFT, ωB97M-V/def2-TZVPD

The geometry in XYZ format:
```
77
C23H43BN4O6, DFT ωB97M-V/def2-TZVPD
O 1.280 -2.256 1.007
O -1.798 -0.349 -2.081
O -0.224 -0.202 3.577
O -2.554 2.767 0.798
O -1.941 0.436 -3.200
O -1.665 1.253 2.294
N 6.979 -1.081 -0.954
N 2.447 0.077 -4.033
N -1.113 -2.446 -0.039
N -5.259 -1.185 2.309
C 4.399 1.626 -1.098
C -0.668 0.249 2.509
C 6.932 1.593 -0.858
C -3.864 -2.686 5.155
C -5.283 -2.761 5.711
C 2.190 -3.505 -5.093
C -3.591 -1.387 4.393
C -2.190 0.435 -0.898
C -0.236 -0.109 0.989
C 0.032 4.326 -1.179
C -2.469 4.928 -0.452
C 5.601 2.067 -0.270
C -2.317 -2.577 0.829
C -1.042 5.515 -0.904
C 2.627 -0.989 -3.539
C -1.385 2.001 1.055
C -0.663 -3.746 -0.613
C -0.922 0.895 -0.042
C -4.526 -1.273 3.225
C 2.849 -2.341 -2.927
C -2.336 4.190 0.975
C 3.254 -3.339 -4.013
C 6.960 0.093 -0.911
B -0.020 -1.676 0.614
H 2.012 -2.570 -5.630
H -5.484 -1.924 6.385
H 5.608 3.159 -0.206
H 1.242 -3.840 -4.661
H 1.334 -1.998 1.962
H 5.489 1.686 0.750
H -2.312 -3.518 1.481
H -3.696 -3.544 4.497
H 0.856 0.280 0.999
H 4.306 0.538 -1.137
H -3.153 -2.770 5.982
H -6.029 -2.747 4.913
H -3.221 5.797 -0.360
H 3.479 2.014 -0.654
H -2.702 1.370 -1.326
H -0.611 6.186 -0.071
H -3.131 4.635 1.657
H 4.189 -3.017 -4.483
H -2.512 -1.626 1.450
H -3.224 -2.645 0.118
H -0.325 -3.581 -1.700
H 7.070 1.989 -1.867
H -5.423 -3.689 6.270
H 3.637 -2.268 -2.172
H 1.931 -2.664 -2.428
H -2.561 -1.376 4.027
H -0.270 1.402 -0.839
H 0.095 -4.316 0.017
H -2.979 -0.137 -0.300
H -1.313 4.447 1.421
H 0.356 3.913 -0.169
H 3.445 -4.312 -3.550
H -1.593 -4.424 -0.684
H 7.762 1.943 -0.240
H -1.058 0.572 -3.619
H 0.964 4.798 -1.648
H -1.157 6.139 -1.860
H 4.467 2.001 -2.123
H -0.406 2.520 1.316
H 2.508 -4.247 -5.829
H -3.728 -0.522 5.046
H -2.924 4.219 -1.234
H -0.405 3.530 -1.880
```

For the maximum force, the calculation gives 4.44 eV Å⁻¹. The frontier orbital gap is 9.534 eV. Its multiplicity is 1. As for the total charge: 0. Its structure (SMILES) is CCCCO[C@H]1OC(=O)[C@@H](B(O)N(C)C)[C@H]1COO.CCCC#N.CCCC#N.CCCC#N. The calculation puts the HOMO energy at -9.17 eV. The value obtained for the total energy is -1597.32589 hartree. The value obtained for the LUMO energy is 0.0132 hartree.

Here are the Löwdin charges for atoms 1 to 6, given in e:
1 O 0.05
2 O -0.19
3 O 0.09
4 O -0.07
5 O -0.06
6 O 0.02

***

[5]
Molecular formula: C3H10O3S
Method: DFT, ωB97M-V/def2-TZVPD

The geometry in XYZ format:
```
17
C3H10O3S, DFT ωB97M-V/def2-TZVPD
S -1.093 -0.102 3.411
O 0.502 -1.859 -3.785
O 0.247 -0.481 -1.795
O 0.695 3.192 -1.995
C 0.704 -0.587 -0.497
C 0.087 -0.134 1.937
C -0.437 -0.185 0.493
H 0.528 -1.422 -2.775
H 0.624 -1.066 2.112
H 1.022 -1.625 -0.242
H -0.738 0.835 0.228
H -1.268 -0.869 0.332
H 1.626 -0.009 -0.269
H 0.623 0.802 2.064
H -0.065 -1.162 -4.110
H 0.224 2.744 -1.246
H 0.382 2.635 -2.720
```

For the maximum force, the calculation gives 1.60 eV Å⁻¹. The frontier orbital gap is 5.722 eV. Its multiplicity is 1. As for the total charge: -2. The calculation puts the HOMO energy at 0.35 eV. The value obtained for the total energy is -744.14813 hartree. The value obtained for the LUMO energy is 0.2231 hartree.

Here are the natural (NBO) charges for atoms 1 to 6, given in e:
1 S -0.82
2 O -1.09
3 O -0.95
4 O -0.97
5 C -0.02
6 C -0.51

***

[6]
Molecular formula: C4H6N2O
Method: DFT, ωB97M-V/def2-TZVPD

The geometry in XYZ format:
```
13
C4H6N2O, DFT ωB97M-V/def2-TZVPD
O -0.767 -2.053 -0.137
N 1.394 -0.944 -0.049
N -1.856 0.416 0.014
C -0.435 0.277 0.121
C 1.787 0.393 0.022
C 0.030 -1.013 -0.026
C 0.667 1.171 0.123
H -1.919 -1.225 0.238
H -2.223 1.201 0.559
H -2.151 0.597 -0.951
H 2.000 -1.730 -0.214
H 0.641 2.247 0.237
H 2.831 0.663 0.064
```

For the maximum force, the calculation gives 3.08 eV Å⁻¹. The frontier orbital gap is 7.746 eV. Its multiplicity is 1. As for the total charge: 0. The calculation puts the HOMO energy at -7.11 eV. The value obtained for the total energy is -340.69630 hartree. The value obtained for the LUMO energy is 0.0234 hartree.

Here are the natural (NBO) charges for atoms 1 to 6, given in e:
1 O -0.70
2 N -0.54
3 N -0.79
4 C -0.13
5 C -0.10
6 C 0.45

***

[7]
Molecular formula: C5H9N4O
Method: DFT, ωB97M-V/def2-TZVPD

The geometry in XYZ format:
```
19
C5H9N4O, DFT ωB97M-V/def2-TZVPD
O -0.787 -1.487 2.299
N 0.726 -0.556 -0.973
N 1.075 -1.278 1.166
N -0.607 1.446 -0.632
N -1.155 -0.111 -2.210
C -0.054 -0.772 1.698
C 1.724 -0.597 0.135
C -0.365 0.258 -1.166
C -0.751 1.616 0.777
C -0.492 0.623 1.638
H -1.904 0.611 -2.543
H -1.080 -0.842 -2.843
H 2.145 0.315 0.258
H 1.344 -2.203 1.581
H 0.548 -1.480 -1.412
H 2.519 -1.170 -0.309
H -1.077 2.201 -1.189
H -1.166 2.459 1.061
H -0.642 0.967 2.665
```

For the maximum force, the calculation gives 6.59 eV Å⁻¹. The frontier orbital gap is 9.293 eV. Its multiplicity is 1. As for the total charge: +1. Its structure (SMILES) is [NH2+]=C1N/C=C\C(=O)NCN1. The calculation puts the HOMO energy at -13.23 eV. The value obtained for the total energy is -489.90771 hartree. The value obtained for the LUMO energy is -0.1445 hartree.

Here are the natural (NBO) charges for atoms 1 to 6, given in e:
1 O -0.52
2 N -0.54
3 N -0.64
4 N -0.61
5 N -0.75
6 C 0.62

***

[8]
Molecular formula: C23H35N3O5S
Method: DFT, ωB97M-V/def2-TZVPD

The geometry in XYZ format:
```
67
C23H35N3O5S, DFT ωB97M-V/def2-TZVPD
S -3.244 1.144 -0.095
O -3.541 2.170 0.863
O 0.829 -1.972 2.126
O 0.652 -0.494 -0.613
O 3.808 2.498 1.364
O -4.271 0.745 -1.015
N 0.202 -3.042 0.267
N -2.815 -0.218 0.766
N 2.850 -0.731 -0.167
C 1.689 2.113 2.371
C 0.569 -2.768 -2.733
C -1.524 1.023 -2.235
C 2.759 3.161 2.061
C -2.575 -1.392 -0.042
C -0.911 2.535 -0.470
C 1.479 -2.738 -0.353
C 1.612 -1.205 -0.382
C -0.360 1.344 -2.909
C -2.580 -2.624 0.864
C 1.582 -3.362 -1.755
C -1.798 -0.010 1.772
C -0.068 -2.457 1.458
C 2.516 0.831 2.425
C 0.250 2.855 -1.152
C -1.775 -1.196 2.734
C -1.785 1.618 -1.017
C 3.116 0.683 -0.058
C 1.802 2.596 -3.110
C 3.000 -3.193 -2.298
C 3.575 1.099 1.354
C 0.544 2.255 -2.372
C -1.511 -2.491 1.952
H -0.986 -1.047 3.470
H -0.809 0.101 1.304
H 2.264 1.698 -3.516
H 0.958 2.056 1.566
H 2.515 3.096 -2.460
H 1.934 -0.066 2.229
H -3.553 -2.680 1.354
H 4.528 0.601 1.577
H 2.389 3.982 1.439
H -1.581 -3.344 2.640
H 3.893 0.973 -0.774
H 3.095 -3.702 -3.254
H -2.055 0.911 2.295
H -1.163 2.993 0.473
H -1.614 -1.294 -0.568
H 0.729 -3.185 -3.724
H -0.552 -3.295 -0.347
H 3.176 3.586 2.983
H -3.384 -1.440 -0.773
H 3.228 -2.140 -2.447
H 3.577 -1.360 0.134
H -2.736 -1.267 3.245
H 1.170 2.322 3.303
H 2.189 1.201 -0.314
H 1.379 -4.434 -1.643
H 2.996 0.731 3.399
H 3.732 -3.616 -1.614
H 2.266 -3.152 0.290
H -2.458 -3.537 0.277
H -0.455 -2.989 -2.440
H -2.240 0.328 -2.644
H 0.940 3.575 -0.734
H 0.677 -1.688 -2.788
H -0.144 0.880 -3.861
H 1.575 3.260 -3.944
```

For the maximum force, the calculation gives 1.04 eV Å⁻¹. The frontier orbital gap is 9.627 eV. Its multiplicity is 1. As for the total charge: 0. Its structure (SMILES) is Cc1ccc(S(=O)(=O)N2CCC(C(=O)N[C@H](C(=O)NC[C@@H]3CCCO3)C(C)C)CC2)cc1. The calculation puts the HOMO energy at -9.14 eV. The value obtained for the total energy is -1836.13476 hartree. The value obtained for the LUMO energy is 0.0180 hartree.

Here are the natural (NBO) charges for atoms 1 to 6, given in e:
1 S 2.33
2 O -0.94
3 O -0.65
4 O -0.67
5 O -0.53
6 O -0.94

***

Q: Which of these has the highest total charge?
A: C5H9N4O